Entry 1:
The following is a quantum chemistry calculation of C36H32CrF3IN5O5PS3 as an isolated structure, from the Open Molecules 2025 dataset.

XYZ file:
```
87
C36H32CrF3IN5O5PS3, DFT ωB97M-V/def2-TZVPD
Cr -0.636 0.062 1.788
N 2.113 2.002 0.983
C 1.296 2.834 0.288
C 1.769 3.562 -0.797
C 1.031 4.600 -1.369
C -0.173 4.971 -0.835
C -0.709 4.245 0.250
C -1.919 4.622 0.868
C -2.367 3.909 1.940
C -1.685 2.744 2.313
N -0.602 2.294 1.706
C -0.035 3.100 0.755
H 1.710 1.404 1.697
H 2.909 1.607 0.512
H 2.764 3.345 -1.166
H 1.431 5.133 -2.222
H -0.718 5.824 -1.219
H -2.459 5.486 0.499
H -3.268 4.184 2.469
H -2.071 2.140 3.120
S -2.930 0.356 1.082
C -3.537 -1.093 0.279
C -4.051 -2.148 1.035
C -4.610 -3.252 0.413
C -4.689 -3.314 -0.972
C -4.202 -2.259 -1.728
C -3.622 -1.161 -1.111
H -4.014 -2.083 2.115
H -5.002 -4.066 1.012
H -5.138 -4.173 -1.457
H -4.266 -2.291 -2.810
H -3.251 -0.339 -1.708
O 1.529 -2.471 2.688
S -0.063 -2.718 2.904
N -0.900 -1.780 2.164
N 0.039 -0.207 0.070
P 0.427 -0.516 -1.386
C 0.062 -2.213 -1.966
C 0.123 -2.598 -3.300
C -0.098 -3.922 -3.647
C -0.360 -4.865 -2.664
C -0.419 -4.482 -1.331
C -0.213 -3.157 -0.983
C 2.242 -0.465 -1.679
C 3.006 -1.591 -1.376
C 4.390 -1.535 -1.428
C 5.026 -0.348 -1.765
C 4.273 0.785 -2.036
C 2.889 0.728 -1.989
C -0.263 0.667 -2.602
C 0.284 0.931 -3.855
C -0.266 1.921 -4.656
C -1.377 2.631 -4.225
C -1.931 2.364 -2.982
C -1.369 1.393 -2.169
H 0.339 -1.862 -4.066
H -0.067 -4.221 -4.688
H -0.527 -5.899 -2.941
H -0.634 -5.218 -0.567
H -0.285 -2.828 0.043
H 2.510 -2.519 -1.116
H 4.978 -2.418 -1.210
H 6.107 -0.305 -1.817
H 4.766 1.715 -2.292
H 2.292 1.602 -2.215
H 1.144 0.371 -4.204
H 0.176 2.142 -5.620
H -1.803 3.403 -4.856
H -2.798 2.911 -2.633
H -1.776 1.180 -1.186
N 2.823 -0.984 1.387
C 2.134 -1.108 2.650
O 1.226 -0.120 2.795
C 3.136 -1.048 3.817
I 4.552 -2.631 3.761
H 2.109 -0.871 0.671
H 3.339 -1.834 1.191
H 2.605 -1.137 4.753
H 3.677 -0.109 3.776
F -1.730 1.468 6.378
C -1.293 0.199 6.252
F -0.779 -0.156 7.442
F -2.376 -0.574 6.044
S -0.055 0.039 4.841
O 0.214 -1.386 5.020
O 0.924 0.989 5.283
O -1.028 0.412 3.790
```

Values from the calculation:
- orbital gap (spin up / spin down) (eV) = 7.10 / 6.91
- expectation value of S² = 0.77
- total energy (eV) = -142011.705
- spin multiplicity = 2
- charge = -1
- energy relative to the best compared isomer or geometry (same formula, charge and spin) (kcal per mole) = 44.5
- lowest unoccupied orbital energy (spin up / spin down) (Eh) = 0.0764 / 0.0691


Entry 2:
The following is a quantum chemistry calculation of C36H32F5N3PdSSe as an isolated structure, from the Open Molecules 2025 dataset.

XYZ file:
```
79
C36H32F5N3PdSSe, DFT ωB97M-V/def2-TZVPD
Pd -0.475 0.332 0.720
C -3.060 -0.831 -2.438
C -2.155 -1.030 -3.471
C -0.798 -0.939 -3.219
C -0.330 -0.631 -1.942
C -1.261 -0.365 -0.930
C -2.622 -0.482 -1.165
C 1.095 -0.637 -1.595
C 2.064 -1.411 -2.279
C 3.331 -1.465 -1.787
C 3.665 -0.744 -0.613
C 4.954 -0.762 -0.028
C 5.200 -0.079 1.128
C 4.168 0.665 1.747
C 2.922 0.709 1.194
C 2.644 -0.004 0.006
N 1.382 0.039 -0.512
H -4.123 -0.933 -2.620
H -2.505 -1.266 -4.467
H -0.090 -1.103 -4.023
H -3.334 -0.310 -0.378
H 1.779 -1.986 -3.148
H 4.086 -2.073 -2.270
H 5.738 -1.331 -0.512
H 6.184 -0.107 1.578
H 4.373 1.199 2.666
H 2.125 1.285 1.651
F 4.070 -1.204 5.292
C 3.117 -1.419 4.378
C 1.844 -0.913 4.561
F 1.561 -0.207 5.664
C 0.867 -1.138 3.605
F -0.348 -0.612 3.846
C 1.106 -1.851 2.432
S -0.101 -2.139 1.195
C 2.401 -2.359 2.298
F 2.738 -3.057 1.206
C 3.391 -2.150 3.238
F 4.623 -2.636 3.048
C -3.526 5.853 -2.044
C -3.590 4.907 -0.847
C -3.376 3.441 -1.232
C -1.908 3.041 -1.372
N -1.098 3.287 -0.189
C -1.067 2.521 0.959
Se -2.469 1.380 1.562
N -0.179 3.145 1.813
C 0.188 2.662 3.142
C -0.789 3.035 4.256
C -1.151 4.521 4.319
C -0.139 5.353 5.101
C 0.349 4.278 1.206
C 1.267 5.211 1.649
C 1.577 6.262 0.792
C 0.986 6.363 -0.464
C 0.071 5.413 -0.909
C -0.238 4.371 -0.053
H -3.634 6.893 -1.735
H -4.325 5.627 -2.753
H -2.577 5.765 -2.577
H -4.563 5.007 -0.363
H -2.846 5.202 -0.102
H -3.857 3.236 -2.193
H -3.843 2.791 -0.492
H -1.442 3.600 -2.183
H -1.833 1.981 -1.615
H 1.188 3.046 3.349
H 0.259 1.571 3.096
H -0.331 2.724 5.200
H -1.690 2.438 4.128
H -2.130 4.621 4.790
H -1.258 4.920 3.307
H -0.098 5.030 6.143
H -0.406 6.410 5.090
H 0.868 5.266 4.687
H 1.723 5.140 2.626
H 2.288 7.013 1.110
H 1.241 7.193 -1.108
H -0.383 5.501 -1.885
```

Values from the calculation:
- orbital gap (eV) = 6.13
- total energy (eV) = -135570.872
- charge = 0
- energy relative to the best compared isomer or geometry (same formula, charge and spin) (kcal per mole) = 20.1
- lowest unoccupied orbital energy (Eh) = -0.0205


Entry 3:
The following is a quantum chemistry calculation of C36H32N5P2Pt as an isolated structure, from the Open Molecules 2025 dataset.

XYZ file:
```
76
C36H32N5P2Pt, DFT ωB97M-V/def2-TZVPD
Pt 0.135 -0.190 -0.130
C -1.316 2.213 1.538
P -0.306 2.489 0.005
C -1.448 2.439 -1.422
C -0.969 1.943 -2.631
C -1.786 1.896 -3.752
C -3.097 2.346 -3.679
C -3.585 2.858 -2.484
C -2.761 2.907 -1.369
C 0.207 4.238 0.022
C -0.684 5.282 -0.227
C -0.240 6.594 -0.199
C 1.094 6.876 0.072
C 1.984 5.844 0.316
C 1.540 4.528 0.286
C -0.405 1.427 2.438
C 0.268 1.793 3.583
C 1.357 0.883 3.737
C 1.306 0.032 2.658
C 2.321 -0.874 2.018
P 2.392 -0.303 0.269
C 3.298 -1.547 -0.683
C 4.392 -2.210 -0.127
C 5.109 -3.127 -0.880
C 4.748 -3.375 -2.198
C 3.661 -2.719 -2.759
C 2.935 -1.811 -2.000
C 3.465 1.154 0.213
C 3.746 1.889 1.362
C 4.624 2.965 1.299
C 5.199 3.327 0.092
C 4.895 2.615 -1.062
C 4.037 1.528 -1.002
N 0.200 0.320 1.907
H -2.215 1.668 1.249
H -1.601 3.149 2.018
H 0.068 1.637 -2.710
H -1.395 1.509 -4.684
H -3.734 2.311 -4.553
H -4.602 3.222 -2.421
H -3.151 3.313 -0.440
H -1.723 5.083 -0.452
H -0.935 7.400 -0.393
H 1.436 7.903 0.087
H 3.025 6.056 0.523
H 2.235 3.724 0.463
H 0.018 2.619 4.231
H 2.093 0.877 4.526
H 2.000 -1.920 1.980
H 3.292 -0.822 2.510
H 4.687 -2.015 0.897
H 5.953 -3.642 -0.441
H 5.319 -4.078 -2.790
H 3.376 -2.919 -3.783
H 2.067 -1.318 -2.426
H 3.282 1.631 2.305
H 4.850 3.521 2.200
H 5.888 4.160 0.047
H 5.337 2.897 -2.008
H 3.827 0.966 -1.904
N -3.583 -2.261 0.214
C -4.236 -1.053 0.113
C -3.279 -0.141 -0.191
N -2.052 -0.764 -0.283
C -2.279 -2.039 -0.029
C -1.202 -3.015 -0.036
N 0.039 -2.625 -0.176
C 0.806 -3.770 -0.168
C -0.003 -4.853 -0.024
N -1.287 -4.359 0.053
H -4.013 -3.136 0.459
H -5.296 -0.959 0.264
H -3.398 0.906 -0.392
H 1.878 -3.742 -0.265
H 0.207 -5.906 0.019
H -2.117 -4.916 0.164
```

Values from the calculation:
- orbital gap (spin up / spin down) (eV) = 7.15 / 6.37
- expectation value of S² = 2.01
- total energy (eV) = -67121.291
- spin multiplicity = 3
- charge = +1
- energy relative to the best compared isomer or geometry (same formula, charge and spin) (kcal per mole) = 12.6
- lowest unoccupied orbital energy (spin up / spin down) (Eh) = -0.0811 / -0.1168


Entry 4:
The following is a quantum chemistry calculation of C36H33EuNOP as an isolated structure, from the Open Molecules 2025 dataset.

XYZ file:
```
73
C36H33EuNOP, DFT ωB97M-V/def2-TZVPD
C 0.625 -1.364 -0.038
C -0.634 -1.785 -0.504
C -0.462 -2.321 -1.812
H -1.540 -1.781 0.095
C 0.937 -2.280 -2.125
C 1.622 -1.660 -1.019
H 2.702 -1.515 -0.909
H 0.768 -0.926 0.984
H -1.253 -2.759 -2.419
H 1.395 -2.668 -3.036
C -0.648 2.766 -1.201
C -0.321 2.167 0.050
C 1.072 1.926 0.082
H -1.020 1.944 0.866
C 1.639 2.385 -1.148
C 0.573 2.961 -1.914
H 0.690 3.487 -2.861
H -1.654 3.086 -1.492
H 1.640 1.530 0.931
H 2.709 2.382 -1.371
Eu 0.423 0.311 -2.589
O 0.055 0.166 -4.932
C -1.088 -0.495 -5.543
C 0.194 -0.634 -6.315
H -1.439 -1.403 -5.042
H -1.817 0.217 -5.933
H 0.800 -1.542 -6.188
H 1.233 -1.598 -8.587
C 0.925 -0.549 -8.690
C 0.398 0.121 -7.549
C 0.022 1.475 -7.680
H -0.359 2.007 -6.805
C 0.157 2.119 -8.911
H -0.120 3.167 -8.995
C 0.645 1.448 -10.038
H 0.756 1.964 -10.994
C 1.022 0.102 -9.918
H 1.401 -0.440 -10.786
N -0.012 0.162 1.907
P -0.293 -0.310 3.393
C -1.869 -1.185 3.573
C -2.842 -0.890 2.599
C -4.121 -1.461 2.662
C -4.435 -2.331 3.717
C -3.478 -2.639 4.695
C -2.198 -2.069 4.621
C 1.205 -1.177 3.954
C 1.292 -1.958 5.120
C 2.539 -2.443 5.547
C 3.707 -2.131 4.838
C 3.624 -1.361 3.675
C 2.373 -0.917 3.222
C -0.364 1.175 4.476
C -1.443 1.439 5.333
C -1.433 2.588 6.139
C -0.362 3.484 6.097
C 0.704 3.220 5.239
C 0.708 2.075 4.429
H -2.585 -0.188 1.800
H -4.868 -1.201 1.901
H -5.443 -2.744 3.790
H -3.737 -3.306 5.530
H -1.465 -2.303 5.392
H 0.392 -2.181 5.695
H 2.600 -3.049 6.455
H 4.681 -2.462 5.200
H 4.516 -1.071 3.114
H 2.304 -0.345 2.291
H -2.274 0.726 5.374
H -2.254 2.756 6.830
H -0.336 4.347 6.758
H 1.569 3.877 5.213
H 1.546 1.861 3.756
```

Values from the calculation:
- orbital gap (spin up / spin down) (eV) = 3.95 / 3.96
- expectation value of S² = 15.76
- total energy (eV) = -70018.006
- spin multiplicity = 8
- charge = -1
- energy relative to the best compared isomer or geometry (same formula, charge and spin) (kcal per mole) = 0.0
- lowest unoccupied orbital energy (spin up / spin down) (Eh) = 0.0627 / 0.0629


Entry 5:
The following is a quantum chemistry calculation of C36H33I3N2O6SSeY as an isolated structure, from the Open Molecules 2025 dataset.

XYZ file:
```
83
C36H33I3N2O6SSeY, DFT ωB97M-V/def2-TZVPD
Y -0.584 -0.550 -0.085
I -4.452 -2.509 1.462
C -3.136 -2.369 3.116
I -1.120 -2.887 2.720
H -3.496 -3.049 3.877
H -3.128 -1.341 3.456
C -0.133 6.916 2.471
C -0.711 5.528 2.497
C -1.904 5.263 3.166
C -2.436 3.983 3.197
C -1.768 2.951 2.556
C -0.575 3.191 1.893
C -0.058 4.476 1.861
S -2.432 1.304 2.622
O -1.607 0.537 3.521
O -3.833 1.439 2.956
N -2.223 0.704 1.155
C -3.032 1.100 0.101
C -4.027 2.086 0.068
C -4.652 2.326 -1.139
C -4.299 1.615 -2.282
C -3.305 0.666 -2.164
N -2.705 0.414 -1.006
H -0.893 7.664 2.696
H 0.297 7.148 1.497
H 0.663 7.020 3.212
H -2.430 6.074 3.658
H -3.375 3.781 3.696
H -0.046 2.386 1.400
H 0.863 4.658 1.319
H -4.302 2.625 0.960
H -5.425 3.084 -1.190
H -4.773 1.800 -3.236
H -2.954 0.089 -3.012
C 6.953 -1.366 3.755
C 5.623 -1.263 3.057
C 4.812 -2.374 2.896
C 3.575 -2.292 2.261
C 2.723 -3.532 2.169
C 3.144 -1.051 1.790
C 3.938 0.093 1.951
C 3.499 1.449 1.465
C 5.173 -0.041 2.572
C 1.807 -0.912 1.125
O 1.491 -1.662 0.156
O 1.004 -0.035 1.554
H 7.285 -2.402 3.821
H 6.892 -0.972 4.772
H 7.720 -0.795 3.230
H 5.146 -3.338 3.265
H 3.350 -4.424 2.185
H 2.117 -3.544 1.267
H 2.056 -3.592 3.035
H 2.992 1.405 0.501
H 4.362 2.110 1.376
H 2.792 1.893 2.168
H 5.804 0.837 2.676
Se 0.570 1.705 -1.390
C 0.699 1.151 -3.213
C 1.496 0.070 -3.587
C 1.579 -0.324 -4.914
C 0.869 0.353 -5.898
C 0.072 1.430 -5.534
C -0.013 1.823 -4.205
H 2.038 -0.474 -2.824
H 2.200 -1.172 -5.177
H 0.935 0.044 -6.934
H -0.492 1.969 -6.287
H -0.644 2.659 -3.926
I -2.828 -7.310 -5.731
C -2.290 -5.761 -4.435
C -1.609 -4.661 -4.934
C -1.258 -3.634 -4.071
C -1.586 -3.713 -2.723
C -2.267 -4.821 -2.236
C -2.623 -5.852 -3.091
C -1.216 -2.592 -1.802
O -0.610 -1.594 -2.268
O -1.537 -2.670 -0.581
H -1.356 -4.604 -5.984
H -0.724 -2.761 -4.426
H -2.517 -4.855 -1.183
H -3.154 -6.717 -2.718
```

Values from the calculation:
- orbital gap (eV) = 6.70
- total energy (eV) = -154669.810
- charge = -1
- energy relative to the best compared isomer or geometry (same formula, charge and spin) (kcal per mole) = 0.0
- lowest unoccupied orbital energy (Eh) = 0.0704


Entry 6:
The following is a quantum chemistry calculation of C36H33NOPPb as an isolated structure, from the Open Molecules 2025 dataset.

XYZ file:
```
73
C36H33NOPPb, DFT ωB97M-V/def2-TZVPD
C 0.779 -1.820 0.212
C -0.540 -2.051 -0.241
C -0.477 -2.409 -1.621
H -1.436 -2.023 0.377
C 0.905 -2.341 -2.025
C 1.668 -1.947 -0.887
H 2.753 -1.871 -0.798
H 1.098 -1.671 1.243
H -1.309 -2.791 -2.208
H 1.314 -2.677 -2.977
C -0.667 2.533 -1.043
C -0.321 1.927 0.186
C 1.077 1.753 0.232
H -1.010 1.664 1.004
C 1.620 2.194 -1.003
C 0.540 2.697 -1.794
H 0.634 3.206 -2.755
H -1.667 2.873 -1.310
H 1.643 1.409 1.095
H 2.687 2.214 -1.241
Pb -0.085 0.126 -2.596
O -0.036 -0.039 -5.123
C -1.162 -0.771 -5.719
C 0.147 -0.859 -6.442
H -1.473 -1.663 -5.158
H -1.932 -0.126 -6.160
H 0.739 -1.769 -6.300
H 1.138 -1.816 -8.731
C 0.865 -0.765 -8.822
C 0.361 -0.105 -7.674
C -0.014 1.250 -7.785
H -0.400 1.776 -6.909
C 0.135 1.921 -9.001
H -0.135 2.978 -9.062
C 0.627 1.252 -10.132
H 0.732 1.785 -11.080
C 0.983 -0.102 -10.038
H 1.353 -0.634 -10.917
N -0.583 -0.036 1.720
P -0.389 -0.101 3.313
C -1.747 -0.996 4.080
C -2.713 -1.544 3.231
C -3.796 -2.241 3.777
C -3.905 -2.376 5.167
C -2.938 -1.821 6.019
C -1.854 -1.128 5.474
C 1.166 -0.927 3.806
C 1.151 -2.027 4.683
C 2.349 -2.598 5.112
C 3.568 -2.117 4.629
C 3.589 -1.063 3.711
C 2.393 -0.468 3.297
C -0.419 1.590 3.995
C -1.577 2.071 4.629
C -1.624 3.394 5.073
C -0.536 4.245 4.858
C 0.596 3.778 4.184
C 0.673 2.443 3.780
H -2.604 -1.409 2.156
H -4.549 -2.671 3.110
H -4.752 -2.917 5.598
H -3.021 -1.928 7.102
H -1.089 -0.703 6.127
H 0.201 -2.417 5.043
H 2.323 -3.416 5.829
H 4.502 -2.562 4.965
H 4.532 -0.681 3.313
H 2.422 0.358 2.580
H -2.426 1.406 4.791
H -2.515 3.755 5.584
H -0.577 5.279 5.199
H 1.431 4.446 3.963
H 1.582 2.075 3.305
```

Values from the calculation:
- orbital gap (spin up / spin down) (eV) = 6.75 / 5.01
- total energy (eV) = -55928.510
- charge = +1
- energy relative to the best compared isomer or geometry (same formula, charge and spin) (kcal per mole) = 0.0
- lowest unoccupied orbital energy (spin up / spin down) (Eh) = -0.1260 / -0.1875